1.
Density functional theory data (ωB97M-V/def2-TZVPD) for a molecular structure, C4Cl2O4RuV at a distorted geometry.

The geometry in XYZ format:
```
12
Properties=species:S:1:pos:R:3:forces:R:3
V 0.017548 0.642313 -3.916307 0.5835 1.4962 2.9502
Ru 0.239926 -0.348727 3.684453 2.9333 -3.6414 -4.7075
Cl -0.403997 2.080942 -2.252650 -0.6342 2.2444 2.1840
Cl 2.049834 -1.572134 3.300280 -0.5170 0.1310 0.3789
C -0.574340 -1.300282 5.037280 -4.3785 -4.8211 7.3598
C -0.449196 1.014425 -5.670941 -2.8369 1.7611 -11.5563
C 0.512263 -1.159601 -4.121819 2.8246 -10.7448 -4.4030
O -1.121392 -1.912830 5.877844 3.2824 3.6016 -5.0550
O -0.740932 1.228190 -6.791804 1.7403 -1.1820 6.8486
O 0.795279 -2.221433 -4.557763 -1.7317 6.5651 3.1486
O -0.254452 2.311664 4.936457 1.3009 -6.5377 -2.7944
C -0.070536 1.237469 4.474973 -2.5666 11.1275 5.6461
```
Positions in Å, forces in eV/Å.

The total charge is +4. The value obtained for the energy above the lowest of the compared OMol25 structures with the same formula, charge and spin is 0.0 kcal/mol. The orbital gap (alpha / beta) is 8.16 / 6.75 eV. The calculated total energy comes out at -2410.5481 Eh. As for the spin multiplicity: 8.



2.
Density functional theory data (ωB97M-V/def2-TZVPD) for 12 unconnected molecules or ions with the total composition C36H82N10O12 at a distorted geometry.

The geometry in XYZ format:
```
140
Properties=species:S:1:pos:R:3:forces:R:3
C -10.605877 -14.546059 -0.645643 1.9331 0.0495 0.0828
N -9.430096 -15.149776 -1.356190 -3.3436 -0.8530 2.3291
C -8.598698 -14.661676 -2.251641 0.7115 0.8619 0.3498
C -8.443882 -13.174103 -2.386325 -0.4042 0.4381 -0.2095
O -7.886898 -15.443916 -2.821625 1.5687 -0.6887 -1.4854
H -10.137296 -14.054910 0.207185 -0.6504 0.6199 0.1362
H -11.255045 -15.308609 -0.215284 0.1033 -0.1647 -0.4874
H -11.172367 -13.863168 -1.278751 0.1186 -0.0895 0.1189
H -9.259343 -16.111482 -1.099164 -0.0124 -0.0044 -0.4890
H -9.175271 -12.586502 -1.831460 -0.3059 -0.1332 -0.2473
H -8.480980 -12.960580 -3.454558 0.0746 0.3321 0.1249
H -7.491413 -12.841771 -1.973454 0.2195 -0.3924 -0.2336
C -5.739841 -22.454494 3.908564 -0.0871 0.4698 -1.3761
N -6.182772 -21.107004 4.278706 0.9650 -1.4983 1.7318
C -6.886119 -20.259288 3.544710 -0.6845 1.2742 -3.2209
C -7.041392 -18.830959 3.952004 -0.0067 0.8740 1.3078
O -7.306237 -20.468907 2.400994 0.3789 -1.0285 0.7453
H -5.802018 -22.549099 2.824461 -0.8105 0.0181 -0.0302
H -6.317198 -23.244896 4.388169 0.1704 0.0787 0.0237
H -4.661002 -22.589519 3.985721 0.0097 0.1627 1.0080
H -6.115245 -20.910746 5.267138 0.1847 0.2980 -0.1842
H -8.101725 -18.578821 3.967099 0.0495 -0.0220 -0.0063
H -6.563021 -18.180624 3.219665 -0.0705 -0.3444 -0.2659
H -6.594595 -18.530775 4.899822 -0.0866 -0.2660 0.2878
C -0.328878 -14.376863 -8.552965 0.4174 -0.5004 -0.5073
N 0.466942 -15.430150 -9.214172 -0.3655 0.2357 0.4115
C 0.079567 -16.067072 -10.367473 -1.4685 1.3752 0.0488
C 1.059740 -17.051020 -10.900617 0.0676 -0.8629 0.0241
O -0.977977 -15.766000 -10.939334 1.3777 -0.4540 0.7287
H 0.314627 -13.903554 -7.811368 -0.0419 0.0799 -0.1163
H -1.204967 -14.768561 -8.036121 -0.0569 -0.1080 -0.1361
H -0.646733 -13.649537 -9.299995 -0.0255 -0.0267 0.1178
H 1.272017 -15.743171 -8.690745 -0.1236 -0.1297 -0.4190
H 1.683257 -17.454919 -10.102999 0.2917 0.2053 -0.1057
H 1.656951 -16.587973 -11.686119 0.0705 -0.0277 0.1129
H 0.540871 -17.911815 -11.322415 -0.1313 0.2096 -0.1542
C -5.566763 -10.525537 4.382310 -0.6608 -0.3387 0.3914
N -4.721828 -9.980755 3.373801 0.5740 -0.0182 -0.8947
C -4.327518 -8.687538 3.251767 -1.2184 0.8735 0.5804
C -3.301050 -8.449351 2.189717 0.9900 0.3170 -0.7642
O -4.836109 -7.774316 3.908018 0.7789 -0.9313 -0.4373
H -6.150238 -9.761641 4.896243 0.3831 0.1121 -0.0125
H -4.959708 -11.105763 5.077235 -0.1836 0.0732 0.3269
H -6.292552 -11.203161 3.932698 -0.0025 -0.0777 -0.0599
H -4.389606 -10.636291 2.680998 0.1748 0.2026 0.1978
H -2.607714 -9.272726 2.018091 -0.1421 -0.2563 0.2457
H -2.677183 -7.581077 2.401857 -0.2591 0.0346 0.3254
H -3.733861 -8.243364 1.210764 -0.4267 -0.0018 0.0938
C -5.721683 -21.718014 -5.164072 -0.2165 -0.6051 1.0290
N -6.051407 -20.624780 -5.987899 -0.2903 2.9666 -0.1131
C -5.736560 -20.462266 -7.280428 -0.4430 -0.7138 -1.8367
C -6.031183 -19.153454 -7.983275 0.1535 -0.0140 1.3585
O -5.330061 -21.374392 -7.953230 0.8690 -1.5112 -0.5687
H -4.682945 -22.039734 -5.239066 -0.0510 -0.1257 -0.1524
H -6.421550 -22.537365 -5.328251 0.3074 -0.2308 -0.1553
H -5.919995 -21.358767 -4.154268 0.2195 -0.2952 0.1648
H -6.104039 -19.707598 -5.568252 -0.3206 -0.2747 0.6158
H -6.021043 -19.306273 -9.062464 -0.0990 0.0234 0.3240
H -5.227456 -18.484770 -7.675090 -0.0896 0.4179 -0.2608
H -6.976452 -18.788422 -7.581622 -0.0436 0.3747 -0.3911
C -1.568582 -18.473634 7.183618 0.3991 0.4452 -1.2215
N -1.707461 -17.770941 8.425216 0.3243 -0.0496 0.5742
C -2.702155 -17.985392 9.297859 -2.3532 -1.6750 -0.0812
C -2.653159 -17.224036 10.575949 1.1198 0.5670 0.5741
O -3.620682 -18.813320 9.114753 1.5055 1.1682 -0.1903
H -1.899396 -19.511478 7.144264 -0.2218 0.2161 0.6488
H -0.523651 -18.464194 6.873562 0.0928 -0.0170 0.1970
H -2.090994 -17.915128 6.406928 -0.2367 -0.1979 -0.2024
H -1.024601 -17.076438 8.692531 -0.0192 -0.2401 -0.2809
H -3.314126 -16.360248 10.647524 -0.4500 -0.4361 -0.1484
H -1.662342 -16.789167 10.707366 0.2034 -0.0013 0.1137
H -2.787384 -17.938722 11.387932 -0.3552 0.2377 -0.0104
C 4.673193 -15.040377 6.696498 -0.0883 -0.2996 -0.0135
N 3.692653 -14.184953 6.056069 0.9877 -0.3926 -1.2958
C 2.543438 -13.719481 6.541292 -1.8324 0.3755 1.1992
C 1.586973 -13.096751 5.494837 0.8096 -0.7107 -0.0441
O 2.186802 -13.855971 7.712146 0.4321 0.0827 -0.7152
H 4.892393 -15.908620 6.075042 -0.1336 0.0557 -0.3351
H 4.278470 -15.476005 7.614388 0.1235 0.5924 0.1782
H 5.619371 -14.510302 6.805464 -0.0862 -0.0048 0.5202
H 3.838352 -14.047604 5.066118 -0.0317 0.0307 0.2067
H 1.945641 -13.375909 4.504120 -0.1722 0.0740 -0.1693
H 1.500544 -12.010226 5.504165 0.0127 -0.1342 0.4444
H 0.626582 -13.586469 5.655836 -0.0420 0.3137 0.0104
C 8.412006 -15.072930 -4.909292 0.2271 -0.3544 0.6934
N 8.664649 -15.922895 -6.042232 1.2672 0.4434 0.1766
C 7.797862 -16.660275 -6.727967 -2.6453 -0.7635 -1.1262
C 8.407292 -17.681161 -7.689884 -0.1082 0.5337 0.5562
O 6.567121 -16.524728 -6.676614 1.3722 -0.1613 0.5289
H 8.312196 -14.018129 -5.165314 -0.2069 -0.0641 0.1073
H 9.257110 -15.231746 -4.239468 0.2675 0.4948 -0.0328
H 7.595716 -15.448038 -4.291990 -0.4345 0.2090 -0.5803
H 9.601789 -15.878392 -6.416258 -0.0785 -0.3022 0.2435
H 7.692128 -18.481305 -7.880706 0.0070 0.2832 -0.0672
H 9.317590 -18.110481 -7.271396 0.1138 0.0780 -0.2417
H 8.602118 -17.102913 -8.593072 0.2017 -0.3934 -0.2600
C 1.885885 -26.894632 -9.451910 0.5498 -0.4078 1.2917
N 1.760410 -25.925655 -8.338564 -0.3170 -0.3167 -1.0885
C 2.102802 -24.621446 -8.415183 1.2550 1.8207 -0.5381
C 1.542501 -23.757700 -7.292648 0.0940 -1.0602 -0.1566
O 2.804082 -24.111899 -9.293869 -0.9309 -0.9956 0.4282
H 2.332932 -27.753275 -8.950953 0.1488 -0.3424 -0.5112
H 2.546727 -26.574372 -10.257403 -0.0529 0.3963 0.3956
H 0.946827 -27.241595 -9.883054 -0.2396 0.4525 0.1628
H 1.411297 -26.252693 -7.449041 -0.1467 -0.0252 -0.4144
H 1.494176 -24.417392 -6.426295 -0.2273 0.3858 0.4055
H 0.528937 -23.517437 -7.613699 -0.0233 0.2893 0.2635
H 2.142042 -22.872558 -7.080142 -0.1121 -0.1911 -0.2415
C 4.079194 -7.287906 2.663741 0.3382 0.4232 -0.1123
N 3.871180 -7.465789 1.260720 -0.5436 -0.8754 -0.7717
C 3.915987 -8.677299 0.642277 1.4924 -1.4501 -0.8445
C 3.490049 -8.701497 -0.808905 0.1439 0.2168 -0.1534
O 4.393262 -9.728490 1.101412 -0.9568 1.7571 0.6141
H 3.438030 -6.443590 2.916985 0.1532 -0.1370 0.6604
H 5.129050 -7.027549 2.798391 -0.0050 -0.0232 0.6349
H 3.822569 -8.196962 3.207667 0.0362 0.1846 -0.0034
H 3.650038 -6.632242 0.734999 -0.1301 -0.4799 -0.1345
H 2.403236 -8.651221 -0.875198 0.0369 0.1247 -0.2289
H 3.860633 -9.605916 -1.291396 -0.2275 -0.0915 0.3544
H 3.970279 -7.890087 -1.355807 -0.3418 0.3389 -0.0034
C 6.305134 -21.886837 2.565748 -0.4730 0.5579 0.4938
C 5.595268 -21.351385 1.328892 -0.5235 0.3381 -0.7436
C 6.217233 -21.783762 -0.038755 -0.6829 0.1915 0.9762
O 4.617306 -20.620535 1.404922 1.2571 -0.9688 -0.1141
H 5.925174 -22.881372 2.799473 0.2756 -0.2757 -0.3295
H 6.025260 -21.303765 3.443128 -0.1229 0.2557 -0.1541
H 7.393777 -21.863540 2.516534 -0.0670 -0.3049 -0.3526
H 7.003553 -21.055274 -0.236452 0.2223 -0.1735 -0.0979
H 5.513613 -21.769626 -0.871116 -0.1612 0.2470 0.2671
H 6.617884 -22.794613 0.037104 0.2708 0.1382 0.0561
C 0.409761 -16.355691 -1.575004 -0.0203 -0.6472 -0.9995
C -0.914959 -16.376921 -0.910270 -0.5727 0.3492 0.2988
C -1.531063 -17.725559 -0.633729 -0.8697 0.5021 0.2070
O -1.429143 -15.365129 -0.490085 -0.0912 -0.0061 -0.0806
H 0.421964 -15.660075 -2.414085 0.1166 0.4717 0.4179
H 0.526564 -17.326534 -2.056586 0.6371 -0.1345 0.3079
H 1.161736 -16.146003 -0.814300 0.2004 -0.0075 -0.3242
H -0.971839 -18.089399 0.228238 -0.0242 -0.5063 -0.0687
H -1.580095 -18.443015 -1.452845 0.5701 0.0784 0.0169
H -2.561614 -17.535429 -0.333829 0.0534 -0.0914 0.2358
```
Positions in Å, forces in eV/Å.

Its structure (SMILES) is CNC(C)=O.CNC(C)=O.CNC(C)=O.CNC(C)=O.CNC(C)=O.CNC(C)=O.CNC(C)=O.CNC(C)=O.CNC(C)=O.CNC(C)=O.CC(C)=O.CC(C)=O. The total charge is 0. The orbital gap is 9.27 eV. The calculated total energy comes out at -2871.3640 Eh. As for the spin multiplicity: 1.